# 1
# C43H56N5PTi

C43H56N5PTi as an isolated structure (ωB97M-V with the def2-TZVPD basis set, the OMol25 dataset).

XYZ file:
```
106
Properties=species:S:1:pos:R:3:forces:R:3
Ti 0.902 -0.068 0.158 -0.40 0.28 0.52
P -1.173 2.091 -0.417 0.18 -0.06 0.12
N 2.990 -0.078 0.092 0.17 -0.24 -0.57
N 1.782 0.037 2.262 0.05 0.04 -0.22
N 3.819 0.117 1.151 0.38 0.10 0.17
N 1.796 0.051 4.596 -0.09 0.01 0.00
N 1.377 -0.124 -1.952 0.23 0.03 -0.30
C 2.694 -0.351 -2.208 -0.16 0.03 -0.39
C -0.045 -2.509 -0.055 0.09 0.00 0.06
C 5.263 0.638 3.559 0.01 0.01 0.01
C 3.784 0.463 5.936 -0.02 -0.01 0.03
C -2.163 -1.039 2.040 0.01 -0.01 -0.08
C 0.106 -3.134 2.557 0.01 0.11 -0.02
C 0.669 -3.217 1.143 -0.07 -0.02 0.13
C -2.920 3.981 -1.222 0.01 0.01 -0.02
C 3.886 0.395 3.508 -0.03 0.04 0.18
C 3.200 -0.464 -3.490 0.02 0.01 0.21
C -2.537 -0.273 3.133 0.03 -0.05 0.00
C 0.253 -3.225 -1.225 0.01 0.04 0.03
C 3.172 0.201 2.267 -0.11 -0.18 -0.13
C 5.143 0.708 5.965 -0.03 -0.02 -0.01
C -0.231 -4.116 -3.534 -0.04 0.00 -0.03
C 0.236 3.370 -0.323 -0.06 -0.01 -0.02
C 3.168 0.311 4.703 0.15 0.02 -0.12
C -2.044 1.019 3.283 0.13 0.01 0.09
C 0.087 4.657 0.492 0.17 0.02 -0.05
C -1.797 -1.397 -1.366 0.02 0.08 0.00
C 2.336 -0.300 -4.566 -0.13 0.03 -0.07
C -2.784 3.059 0.004 -0.05 0.03 -0.07
C -0.977 0.865 1.084 -0.41 0.13 0.10
C -1.395 -0.518 0.996 -0.14 -0.14 0.09
C -4.245 -1.436 -1.028 0.01 0.02 0.01
C 2.191 -3.044 1.130 0.01 -0.03 -0.03
C 3.549 -0.308 -1.046 0.07 0.11 0.23
C -3.048 -0.563 -1.434 -0.07 0.00 -0.08
C -1.245 1.550 2.290 -0.02 -0.01 -0.01
C -4.033 2.172 0.069 0.07 -0.04 0.00
C 1.007 -0.014 -4.311 0.11 -0.03 -0.07
C -1.029 -1.454 -0.164 0.21 -0.11 0.10
C -0.467 -3.143 -2.405 0.00 -0.02 -0.01
C -1.409 -5.100 -3.599 0.04 -0.01 0.01
C -2.800 3.890 1.293 0.00 0.04 0.10
C -0.028 -3.423 -4.881 0.00 -0.01 0.03
C -1.520 -2.239 -2.428 0.00 0.03 0.03
C 1.187 -0.056 3.435 0.02 0.05 0.05
C 0.483 3.746 -1.798 0.00 0.00 0.02
C 5.880 0.797 4.781 0.03 0.00 -0.01
C 0.567 0.060 -2.997 -0.03 0.04 0.11
C -3.301 0.101 -2.787 0.01 -0.01 0.03
C 1.478 2.654 0.187 -0.04 -0.08 0.06
H -2.310 1.613 4.149 0.01 -0.01 -0.01
H -4.304 1.753 -0.894 0.03 -0.07 -0.03
H -1.890 4.438 1.511 -0.30 -0.12 0.03
H -0.757 5.266 0.179 0.11 0.00 -0.01
H -0.889 -2.808 -5.153 0.00 0.00 0.00
H 0.987 5.256 0.333 0.03 -0.01 -0.01
H -2.946 0.212 -0.686 -0.06 0.13 0.08
H -0.383 4.230 -2.247 0.04 -0.02 -0.02
H -2.540 -2.046 1.950 0.05 -0.11 0.02
H -4.864 2.809 0.380 0.01 0.01 0.00
H 4.631 -0.362 -1.127 0.01 -0.06 0.05
H -3.206 -0.692 3.875 0.00 0.00 0.00
H -2.469 0.735 -3.101 -0.04 0.01 0.00
H 0.130 -0.253 3.463 -0.15 0.10 0.03
H -2.889 3.418 -2.157 0.00 0.02 -0.02
H -2.162 4.762 -1.254 -0.06 -0.02 0.00
H -0.931 -3.456 2.596 -0.05 0.04 0.02
H 4.256 -0.644 -3.642 0.00 0.00 0.02
H -5.153 -0.833 -0.996 0.00 0.00 0.00
H 2.603 -3.164 0.127 0.03 0.03 0.02
H -2.169 -2.214 -3.293 -0.03 0.02 -0.03
H 6.942 0.990 4.827 0.00 -0.01 0.00
H -3.500 -0.628 -3.571 0.01 -0.03 -0.02
H 1.654 1.748 -0.416 0.14 0.09 -0.17
H -3.598 4.628 1.187 -0.02 -0.01 -0.01
H 0.014 4.472 1.565 0.06 0.03 -0.04
H -1.569 -5.600 -2.643 0.00 0.00 -0.01
H 1.318 4.446 -1.858 0.00 0.00 0.01
H 0.515 -4.264 0.875 -0.07 0.00 -0.02
H 3.212 0.388 6.853 0.01 0.00 0.00
H 2.648 -3.807 1.760 -0.01 0.01 0.01
H 5.824 0.698 2.638 0.00 0.01 0.00
H -4.103 -1.889 -0.046 -0.01 0.00 -0.01
H 2.378 3.242 -0.014 0.01 0.01 0.05
H 0.304 0.157 -5.114 0.00 0.00 0.00
H 1.008 -4.000 -1.156 -0.02 -0.01 0.00
H 5.643 0.828 6.917 -0.01 0.01 0.00
H 2.504 -2.080 1.526 0.03 -0.06 0.01
H -0.458 0.312 -2.772 0.00 -0.02 0.03
H 1.451 2.440 1.257 -0.03 -0.02 0.00
H -3.947 1.378 0.815 0.01 -0.02 -0.01
H 0.096 -4.172 -5.663 0.01 0.01 -0.01
H -0.902 2.572 2.384 0.03 -0.06 0.01
H 1.256 -0.057 5.445 -0.03 0.01 -0.01
H -3.891 4.477 -1.169 -0.01 -0.01 0.00
H 0.727 2.869 -2.402 0.00 0.00 0.00
H 0.673 -3.829 3.178 0.01 0.01 0.00
H -3.061 3.276 2.153 -0.04 0.04 -0.01
H 0.191 -2.151 3.019 -0.06 -0.18 -0.11
H -4.190 0.731 -2.732 0.02 -0.01 -0.01
H 2.705 -0.369 -5.581 -0.01 0.00 0.00
H -4.400 -2.239 -1.750 0.00 -0.01 0.00
H 0.674 -4.681 -3.297 0.00 -0.01 0.01
H -1.211 -5.863 -4.351 0.00 0.00 0.00
H 0.864 -2.796 -4.876 0.00 0.01 -0.01
H -2.332 -4.589 -3.879 0.00 0.01 0.00
```
Forces are in eV/Å.

Values from the calculation:
Multiplicity: 2
⟨S²⟩: 0.756
DFT total energy (eV): -85331.543
Total charge: +3
Gap between HOMO and LUMO (spin up / spin down) (Ha): 0.239 / 0.245
Relative energy (zero: lowest compared OMol25 entry of this formula, charge and spin) (kJ/mol): 19.21
HOMO level (spin up / spin down) (hartree): -0.59895 / -0.59930

These are the Mulliken partial charges, in e, on atoms 1 to 5:
1. Ti -0.925
2. P 0.734
3. N 1.589
4. N 0.743
5. N -1.484

***

# 2
# C43H56O10P2PdS3Se

C43H56O10P2PdS3Se as an isolated structure at a distorted geometry (ωB97M-V with the def2-TZVPD basis set, the OMol25 dataset).

XYZ file:
```
116
Properties=species:S:1:pos:R:3:forces:R:3
Pd -1.153 -0.694 -1.117 0.60 0.83 -0.28
Se -1.050 1.848 -1.259 0.41 0.38 0.28
S -0.801 -5.801 -2.418 0.21 -0.29 0.61
S -0.579 -4.104 2.449 0.48 0.45 0.01
S -3.372 -2.953 1.353 -0.42 -0.09 0.11
P -3.400 -2.586 -1.892 -1.01 -1.13 -0.58
P -0.992 -1.937 -3.795 0.51 -0.46 -1.37
O -3.278 -1.243 -1.247 0.30 0.47 0.40
O -1.371 -3.050 -1.328 0.05 0.27 -0.04
O -4.960 -2.700 -2.342 0.01 -0.24 0.18
O -1.262 -0.119 1.021 -0.28 1.17 1.13
O -0.709 -2.083 -5.355 0.16 -0.26 0.02
O 0.228 -2.788 -3.306 -0.21 0.00 -0.42
O -3.595 -3.952 -1.060 -0.11 -0.06 -0.80
O -1.051 -0.499 -3.415 -0.28 0.06 0.51
O 0.963 -0.426 -1.554 -0.42 -0.98 0.15
O -3.428 -1.562 -4.260 -0.35 0.40 -0.42
C 4.669 4.721 -2.518 -0.14 -0.01 0.19
C -3.784 -5.447 1.935 0.06 -0.27 -0.06
C -0.919 5.190 2.992 0.05 0.19 0.13
C 1.555 0.705 -1.675 -0.21 0.91 0.37
C -1.093 3.504 1.089 -0.01 -0.77 -0.90
C -2.997 -3.898 -4.346 -0.04 0.00 -0.03
C 0.169 -7.439 -0.715 -0.04 -0.13 -0.11
C -2.702 -2.607 -3.620 0.28 0.05 0.78
C 3.728 4.471 -1.329 0.05 0.07 0.08
C 1.522 3.145 -1.346 0.49 0.24 -0.07
C -1.180 2.202 0.647 0.11 0.88 -1.15
C -2.265 -0.962 3.437 0.16 0.21 -0.10
C -1.325 1.070 1.501 0.24 -1.01 -0.65
C -0.477 -3.482 0.838 0.17 -0.02 0.23
C 3.551 2.041 -1.909 -0.21 -0.16 -0.01
C 2.881 5.730 -1.142 0.14 -0.22 -0.04
C 1.163 -2.289 1.963 0.00 -0.05 0.14
C -1.849 0.393 3.984 -0.07 -0.30 0.15
C 3.648 -0.379 -2.655 0.03 -0.12 -0.07
C 3.609 -1.590 -1.715 -0.09 0.05 -0.15
C 2.895 3.217 -1.537 -0.46 0.20 -0.02
C -1.328 -3.984 -0.304 -0.26 -0.24 0.36
C -0.756 -5.315 -0.756 0.10 -0.02 -0.39
C -3.033 0.935 4.802 0.19 0.08 -0.09
C 4.558 4.239 -0.058 -0.04 0.17 -0.19
C -1.340 2.703 3.296 -0.01 -0.35 0.14
C 2.936 0.817 -2.045 -0.16 0.00 0.07
C -3.229 -5.513 0.688 -0.13 0.07 0.05
C -0.820 5.218 4.523 -0.03 -0.05 -0.28
C -3.898 -4.167 2.450 0.02 0.45 -0.25
C -2.861 -4.197 0.100 0.62 0.46 0.54
C -0.094 -7.322 -2.039 -0.16 0.27 -0.19
C 0.516 -2.553 0.734 -0.19 -0.40 -0.31
C 0.879 1.923 -1.418 -0.11 -0.52 -0.20
C -2.109 6.058 2.561 0.08 -0.18 -0.02
C 0.683 -3.055 2.973 -0.21 -0.29 0.03
C 5.114 -0.082 -2.994 -0.32 -0.03 0.07
C 0.377 5.778 2.413 -0.12 -0.16 0.00
C -0.208 -6.295 0.018 -0.13 0.21 -0.14
C -1.111 3.782 2.454 0.02 0.13 0.48
C 2.904 -0.711 -3.962 0.02 0.02 0.13
C -1.496 1.391 2.889 -0.15 -0.12 0.94
C -0.620 0.192 4.881 -0.08 0.09 -0.13
H -0.848 -0.528 5.663 -0.05 -0.10 0.12
H -3.431 0.146 5.436 -0.02 -0.08 0.08
H -2.746 1.763 5.442 -0.01 0.14 0.14
H 4.607 2.102 -2.107 0.15 -0.03 -0.08
H -2.526 -1.635 4.249 -0.06 -0.06 0.22
H 5.553 -0.957 -3.469 0.04 -0.09 -0.04
H 5.200 5.094 0.140 0.14 0.13 0.09
H 5.206 5.654 -2.361 0.11 0.11 -0.02
H -5.289 -1.940 -2.819 0.11 0.29 -0.23
H 0.614 -8.305 -0.263 0.12 -0.24 0.04
H -1.267 -1.512 -5.885 -0.22 0.27 -0.15
H 4.101 -1.364 -0.771 0.09 0.00 0.11
H 0.078 -3.093 -2.395 -0.20 -0.03 0.33
H 2.219 5.642 -0.287 -0.17 -0.01 0.15
H 5.178 3.353 -0.165 0.11 -0.09 0.03
H 1.225 5.144 2.665 0.12 -0.02 -0.03
H -3.190 -0.731 -3.814 0.03 -0.05 -0.13
H -0.989 4.286 0.353 0.02 0.12 -0.01
H -0.605 6.230 4.859 0.00 0.08 -0.02
H 3.538 6.579 -0.966 0.07 0.13 0.04
H -3.127 -6.401 0.096 0.10 -0.24 -0.10
H -1.414 2.891 4.352 -0.02 0.01 0.13
H 4.106 -2.438 -2.182 0.15 -0.12 -0.04
H 2.293 5.942 -2.031 -0.16 0.02 -0.11
H -2.173 6.116 1.477 -0.06 0.04 -0.14
H 0.313 5.863 1.331 0.09 0.02 -0.13
H 1.858 -0.934 -3.766 0.05 -0.02 0.01
H 0.933 4.022 -1.126 0.01 0.22 0.00
H -4.267 -3.882 3.413 -0.16 0.01 0.29
H -3.822 1.279 4.137 -0.15 -0.02 -0.02
H 3.898 4.087 0.794 -0.05 -0.01 0.14
H -0.019 4.570 4.872 0.08 -0.05 0.10
H -4.116 -6.312 2.483 -0.01 -0.17 0.07
H 2.952 0.133 -4.650 0.05 0.07 -0.06
H -0.089 -6.215 1.081 0.07 0.03 0.16
H 4.104 4.798 -3.444 -0.04 0.00 -0.10
H 5.406 3.930 -2.629 0.08 -0.07 -0.04
H 3.359 -1.575 -4.443 0.05 -0.15 -0.09
H 5.201 0.754 -3.686 0.06 0.08 -0.07
H 2.579 -1.862 -1.519 0.01 -0.10 0.08
H -1.464 -1.407 2.864 -0.03 -0.16 -0.04
H -1.997 7.067 2.953 0.02 0.10 0.02
H 5.689 0.138 -2.095 0.10 0.05 0.07
H -1.756 4.908 4.983 -0.07 -0.04 0.11
H 1.937 -1.552 2.067 0.22 0.10 0.09
H 0.088 -8.035 -2.818 0.09 -0.15 -0.19
H -3.041 5.642 2.938 -0.12 -0.01 0.03
H -4.078 -4.024 -4.400 0.02 0.00 0.07
H 0.830 -2.101 -0.198 -0.10 0.10 0.08
H 0.555 6.772 2.820 -0.02 0.07 0.03
H -2.599 -3.868 -5.358 0.07 -0.01 0.01
H -0.312 1.123 5.348 0.09 0.13 0.09
H -3.127 -0.852 2.787 -0.10 0.01 -0.05
H -2.569 -4.737 -3.807 -0.07 -0.04 -0.12
H 0.206 -0.195 4.289 0.14 -0.06 -0.03
H 0.979 -3.068 4.004 0.11 0.02 0.22
```
Forces are in eV/Å.

Values from the calculation:
Multiplicity: 5
⟨S²⟩: 6.066
DFT total energy (eV): -185886.937
Total charge: 0
Gap between HOMO and LUMO (spin up / spin down) (Ha): 0.265 / 0.160
Relative energy (zero: lowest compared OMol25 entry of this formula, charge and spin) (kJ/mol): 118.66
HOMO level (spin up / spin down) (hartree): -0.25423 / -0.25858

These are the Mulliken partial charges, in e, on atoms 1 to 5:
1. Pd 0.696
2. Se 0.082
3. S 0.061
4. S 0.065
5. S -0.059